13
Properties=species:S:1:pos:R:3 method="wB97M-V/def2-TZVPD" smiles="O=C1[C@H](C=S)C[C@@H]1F" total_charge=0 gap_ev=8.6215 homo_energy_ev=-9.25 lumo_energy_ha=-0.0232
O -1.12767 -2.00565 -0.09806
C -0.67497 -1.02794 0.47980
C -0.67409 0.36639 0.09400
C -0.67623 0.68742 -1.38300
S 0.40218 1.68331 -2.09311
C 0.56574 0.61351 0.90058
C 0.27456 -0.72141 1.68406
F 1.23485 -1.45566 2.32248
H -1.60105 0.81319 0.36278
H -1.48847 0.16989 -1.85407
H 0.70492 1.63849 1.44117
H 1.44641 0.46109 0.24023
H -0.47896 -0.37723 2.52912